Formula: C37H48CoN8O3PSi
Source: OMol25
Level of theory: ωB97M-V with the def2-TZVPD basis set

Summary:
orbital gap (alpha / beta)	0.15668 / 0.23811	hartree
ΔE to the lowest compared entry with this formula, charge and spin	0.0	kcal per mole
expectation value of S²	3.794
HOMO energy (alpha / beta)	-0.2465 / -0.3283	Eh

Structure (ORCA input):
```
! wB97M-V def2-TZVPD RIJCOSX def2/J DEFGRID3
* xyz 1 4
Co -1.9172 0.2906 -0.8444
N -1.8517 -0.2568 1.3175
C -1.8912 -1.6718 1.7513
C -2.3490 -1.7915 3.2130
C -1.2395 -1.4434 4.2156
C -0.1924 -2.5347 4.4916
N 0.5849 -2.9873 3.3306
C 1.4684 -2.2789 2.6544
N 1.6359 -0.9729 2.9040
N 2.1185 -2.8299 1.6381
C -2.6438 -2.6633 0.8438
O -3.4427 -3.4543 1.2735
O -2.1633 -2.7092 -0.4044
H -1.0130 0.1531 1.7101
H -2.6360 0.2495 1.7122
H -0.8707 -2.0340 1.6621
H -2.7530 -2.7877 3.3971
H -3.1727 -1.0887 3.3576
H -1.6878 -1.2068 5.1815
H -0.7426 -0.5329 3.8702
H -0.6922 -3.4242 4.8688
H 0.4775 -2.1854 5.2828
H 0.5800 -3.9779 3.1373
H 1.5137 -0.6777 3.8642
H 2.4460 -0.5570 2.4586
H 1.7977 -3.7439 1.3513
H 2.3456 -2.2199 0.8375
C 9.0576 8.4511 -0.0413
O 9.0993 7.0473 -0.2267
C 7.9239 6.3888 -0.2865
C 7.9995 5.0146 -0.5056
C 6.8513 4.2568 -0.5852
C 5.5921 4.8447 -0.4466
C 5.5280 6.2180 -0.2247
C 6.6753 6.9883 -0.1435
C 4.3458 4.0828 -0.5304
N 3.1441 4.5964 -0.3828
C 2.2720 3.5545 -0.5452
C 2.9536 2.3804 -0.7903
N 4.2804 2.7381 -0.7763
C 2.3150 1.1190 -0.9799
C 2.9694 -0.0886 -1.2086
C 2.1881 -1.2619 -1.3842
C 0.8110 -1.1576 -1.3397
N 0.1460 -0.0190 -1.1094
C 0.8932 1.1388 -0.9162
C 0.1773 2.3373 -0.6653
N -1.1878 2.2535 -0.5968
C -1.8653 3.3710 -0.3732
C -1.2832 4.6232 -0.2025
C 0.0977 4.7269 -0.2527
C 0.8441 3.5812 -0.4823
H 10.0896 8.7868 -0.0544
H 8.6082 8.7139 0.9191
H 8.5093 8.9425 -0.8481
H 8.9795 4.5654 -0.6100
H 6.9507 3.1909 -0.7612
H 4.5549 6.6779 -0.1195
H 6.5879 8.0519 0.0335
H 5.0615 2.1312 -0.9459
H 4.0495 -0.1352 -1.2832
H 2.6541 -2.2092 -1.6346
H 0.1974 -2.0361 -1.5211
H -2.9416 3.2698 -0.3196
H -1.9096 5.4888 -0.0339
H 0.6056 5.6734 -0.1171
C -1.3321 -3.4729 -2.9286
Si -1.9155 -4.1750 -1.2997
C -0.6447 -5.0240 -0.1923
C -3.4077 -5.2936 -1.4436
C -3.8543 -6.0399 -0.3488
C -4.9728 -6.8519 -0.4421
C -5.6742 -6.9329 -1.6380
C -5.2380 -6.2162 -2.7419
C -4.1117 -5.4126 -2.6448
H -0.3341 -3.8287 -3.1993
H -1.2994 -2.3840 -2.8690
H -1.9965 -3.7481 -3.7509
H -0.0435 -5.7696 -0.7176
H -1.1651 -5.5397 0.6203
H 0.0315 -4.2893 0.2555
H -3.3398 -5.9748 0.6017
H -5.3019 -7.4160 0.4215
H -6.5628 -7.5483 -1.7064
H -5.7772 -6.2779 -3.6786
H -3.7816 -4.8683 -3.5226
C -4.9580 2.1578 -1.6842
P -4.2016 0.5702 -1.1390
C -5.0800 -0.5719 -2.2764
C -5.2110 0.2748 0.3766
H -5.9864 1.9886 -2.0061
H -4.3874 2.5851 -2.5090
H -4.9684 2.8723 -0.8612
H -6.1470 -0.3463 -2.3019
H -4.9477 -1.6001 -1.9411
H -4.6691 -0.4726 -3.2827
H -6.2585 0.5304 0.2022
H -4.8460 0.8920 1.2020
H -5.1523 -0.7766 0.6618
*
```

***

Formula: C37H49BIN8O4S4Tl
Source: OMol25
Level of theory: ωB97M-V with the def2-TZVPD basis set

Summary:
orbital gap	0.19342	hartree
ΔE to the lowest compared entry with this formula, charge and spin	21.4	kcal per mole
HOMO energy	-0.0555	Eh

Structure (ORCA input):
```
! wB97M-V def2-TZVPD RIJCOSX def2/J DEFGRID3
* xyz -2 1
Tl 2.2999 -0.4359 1.4556
C 0.0317 3.8065 3.3229
C -0.1195 3.2884 1.9336
C -0.1714 4.1221 0.8501
C -0.2210 3.5540 -0.4410
N -0.2228 2.2683 -0.6181
N -0.1671 1.4329 0.4172
B -0.0502 0.0101 0.0437
N -0.0685 -0.2264 -1.4454
N -1.3142 -0.3819 -1.8657
C -1.5866 -0.7201 -3.0878
C -0.5427 -1.0248 -3.9989
C 0.7474 -0.8321 -3.5980
C 1.9164 -1.1578 -4.4642
C 1.0036 -0.2994 -2.2891
S 2.5144 0.2032 -1.8132
C -3.0601 -0.7553 -3.4549
C -3.3091 0.1895 -4.6406
C -3.4603 -2.1853 -3.8372
C -3.8909 -0.2982 -2.2501
N -1.0145 -0.9159 0.7053
N -2.0569 -0.3080 1.2504
C -2.9305 -0.9707 1.9439
C -2.7432 -2.3409 2.2381
C -1.6801 -2.9940 1.6746
C -1.3260 -4.4095 1.9805
C -0.8453 -2.2739 0.7698
S 0.2785 -3.0167 -0.2065
C -4.1003 -0.1591 2.4579
C -4.0226 1.2601 1.8908
C -3.9960 -0.1039 3.9853
C -5.4200 -0.8062 2.0230
C -0.1182 1.8890 1.7104
S -0.0335 0.8131 2.9879
C -0.3182 4.4098 -1.6900
C 0.8119 5.4435 -1.7128
C -0.2025 3.5329 -2.9379
C -1.6743 5.1278 -1.6733
H -0.3074 4.8381 3.3982
H 1.0901 3.7676 3.5809
H -0.5048 3.1725 4.0251
H -0.1339 5.1922 0.9861
H -0.7580 -1.4191 -4.9832
H 1.6366 -1.8553 -5.2515
H 2.7021 -1.5912 -3.8481
H 2.3223 -0.2501 -4.9089
H -2.7583 -0.1327 -5.5232
H -2.9846 1.1977 -4.3899
H -4.3709 0.2198 -4.8906
H -2.9183 -2.5263 -4.7172
H -4.5281 -2.2419 -4.0479
H -3.2335 -2.8590 -3.0154
H -3.5995 0.7054 -1.9503
H -3.7120 -0.9552 -1.4037
H -4.9538 -0.3075 -2.4916
H -3.4059 -2.8552 2.9209
H -1.9667 -4.8104 2.7634
H -0.2844 -4.4342 2.3082
H -1.4079 -5.0258 1.0849
H -3.0968 1.7309 2.2048
H -4.8619 1.8608 2.2382
H -4.0324 1.2358 0.8050
H -2.9931 0.2084 4.2682
H -4.1850 -1.0812 4.4233
H -4.7148 0.6042 4.3940
H -5.4584 -0.8811 0.9385
H -6.2659 -0.2079 2.3596
H -5.5205 -1.8062 2.4367
H 1.7693 4.9530 -1.5607
H 0.6791 6.1909 -0.9354
H 0.8256 5.9536 -2.6754
H 0.7650 3.0389 -2.9440
H -0.3030 4.1401 -3.8386
H -0.9677 2.7618 -2.9362
H -1.7754 5.7230 -0.7690
H -2.4884 4.4070 -1.7025
H -1.7662 5.7937 -2.5297
C 3.2995 -6.1956 0.6933
C 3.9590 -4.8489 0.6831
C 3.5492 -3.8743 -0.2186
C 4.1296 -2.6172 -0.2027
C 5.1019 -2.3271 0.7366
C 5.5436 -3.2981 1.6136
C 4.9847 -4.5630 1.5759
S 5.7616 -0.6572 0.8328
O 6.9623 -0.7274 1.6549
O 6.0249 -0.2118 -0.5242
N 4.6125 0.1761 1.6035
C 4.9153 1.5718 1.5774
C 3.6858 2.5161 1.6970
O 3.9032 3.6284 2.1982
O 2.5795 2.0932 1.3073
H 2.2480 -6.0990 0.4366
H 3.3805 -6.6431 1.6808
H 3.7715 -6.8605 -0.0335
H 2.7359 -4.0843 -0.8993
H 3.8436 -1.8590 -0.9165
H 6.3085 -3.0342 2.3264
H 5.3075 -5.3162 2.2835
H 5.4089 1.8416 0.6299
H 5.6029 1.8294 2.3999
I 2.2826 -2.7283 3.2636
N 3.2237 1.7171 4.1978
C 2.8485 0.7229 3.7284
H 3.5571 2.6616 4.2300
*
```

***

Formula: C37H49BrN5O3PSV
Source: OMol25
Level of theory: ωB97M-V with the def2-TZVPD basis set

Summary:
orbital gap (alpha / beta)	0.17372 / 0.24926	hartree
ΔE to the lowest compared entry with this formula, charge and spin	5.5	kcal per mole
expectation value of S²	0.771
HOMO energy (alpha / beta)	-0.1677 / -0.2435	Eh

Structure (ORCA input):
```
! wB97M-V def2-TZVPD RIJCOSX def2/J DEFGRID3
* xyz 0 2
V -0.4090 0.3399 0.1993
O 1.8001 -0.7167 0.5068
C 1.8950 -2.0322 1.0513
C 1.9988 -3.0782 -0.0460
C 0.8606 -2.9454 -1.0635
C -0.4846 -3.0921 -0.4128
C -0.9967 -4.3593 -0.1728
C -2.2212 -4.4960 0.4575
C -2.9030 -3.3529 0.8247
C -2.3275 -2.1237 0.5536
N -1.1414 -1.9791 -0.0453
H 2.6323 -0.4815 0.0809
H 0.9823 -2.1567 1.6357
H 2.7472 -2.0953 1.7368
H 1.9854 -4.0679 0.4198
H 2.9592 -2.9821 -0.5633
H 0.9731 -3.6953 -1.8485
H 0.9100 -1.9660 -1.5344
H -0.4335 -5.2269 -0.4909
H -2.6316 -5.4772 0.6558
H -3.8549 -3.3912 1.3320
H -2.8318 -1.2186 0.8455
N -3.7073 1.3567 -2.0118
C -4.4234 1.4424 -0.8287
C -5.7371 1.7849 -0.5806
C -6.1658 1.7486 0.7436
C -5.2986 1.3704 1.7633
C -3.9750 1.0281 1.5062
C -3.5298 1.0785 0.1926
N -2.2824 0.7979 -0.3486
C -2.4230 0.9778 -1.6994
C -1.3431 0.7758 -2.5487
C -1.1517 0.8918 -3.9348
S 0.5002 0.5419 -4.3136
C 0.8196 0.2503 -2.6610
N -0.1896 0.3916 -1.8593
H -4.0392 1.5947 -2.9282
H -6.4082 2.0658 -1.3807
H -7.1881 2.0109 0.9784
H -5.6583 1.3355 2.7819
H -3.3207 0.7096 2.3049
H -1.8516 1.1676 -4.6986
H 1.8092 -0.0102 -2.3204
C 3.1112 4.7758 1.6414
C 2.5594 3.4993 1.0006
C 2.9977 2.2861 1.8377
C 3.2092 3.3302 -0.3795
P 0.6864 3.4334 0.7729
N 0.2773 1.9748 0.3776
C -0.1614 3.9518 2.3728
C -0.1583 5.4542 2.6614
C 0.5231 3.2165 3.5326
C -1.6018 3.4230 2.3598
C 0.1537 4.5697 -0.6426
C 0.6904 6.0013 -0.6134
C -1.3823 4.6107 -0.6267
C 0.5463 3.9162 -1.9812
H 4.2030 4.7212 1.6314
H 2.8041 4.8858 2.6782
H 2.8264 5.6777 1.1048
H 4.0618 2.1117 1.6590
H 2.4391 1.3914 1.5606
H 2.8703 2.4465 2.9046
H 4.2798 3.1672 -0.2375
H 3.0953 4.2107 -1.0063
H 2.7984 2.4700 -0.9094
H 0.8360 5.8950 2.6152
H -0.5374 5.6079 3.6748
H -0.8121 6.0048 1.9885
H 1.4872 3.6457 3.8004
H 0.6472 2.1603 3.3050
H -0.1219 3.2891 4.4110
H -2.2578 3.9436 1.6691
H -2.0182 3.5351 3.3634
H -1.6095 2.3651 2.1062
H 0.3689 6.5565 0.2658
H 0.3093 6.5281 -1.4925
H 1.7758 6.0389 -0.6667
H -1.7762 5.1990 0.1982
H -1.8027 3.6049 -0.5799
H -1.7245 5.0763 -1.5536
H 1.5473 4.1939 -2.3016
H -0.1477 4.2525 -2.7532
H 0.4780 2.8303 -1.9250
Br -2.8189 0.8811 5.5170
C -1.0162 0.2971 5.6157
C -0.3415 0.5137 6.8083
C 0.9945 0.1638 6.9164
C 1.6558 -0.3831 5.8254
C 0.9714 -0.5753 4.6376
C -0.3789 -0.2545 4.5163
C -1.0728 -0.5193 3.1940
O -2.1674 -1.0670 3.1874
O -0.3979 -0.1308 2.1833
H -0.8643 0.9610 7.6419
H 1.5153 0.3274 7.8501
H 2.7022 -0.6464 5.8980
H 1.4787 -0.9615 3.7643
*
```